The following is a quantum chemistry calculation of a 2-piece molecular cluster, C2HBN2S overall, from OMol25.

Element x y z (Å)
B (0.82690, 1.06247, 0.69426)
C (-0.18922, 0.17993, 0.14677)
C (2.18421, 1.47743, 1.00923)
N (-0.79354, -0.69903, -0.35994)
N (3.27270, 1.80285, 1.24049)
S (-3.03907, -1.46429, -1.07305)
H (-2.26199, -2.35936, -1.65777)

Its lowest unoccupied orbital energy (alpha / beta) is -2.47 / -2.82 eV. For the frontier orbital gap (alpha / beta), the calculation gives 7.1 / 6.4 eV. As for the highest occupied orbital energy (alpha / beta): -9.601 / -9.190 eV. The multiplicity is 1.

***

The following is a quantum chemistry calculation of a 38-piece molecular cluster, C19H113BCl2N4O38P overall, from OMol25.

Element x y z (Å)
C (3.94269, 2.38066, 4.17255)
C (2.64901, 1.75243, 4.31446)
C (2.66361, 0.15971, 4.05698)
C (2.58634, -0.09512, 2.45587)
N (1.31024, -0.67300, 2.00798)
C (1.12931, -0.57301, 0.49890)
C (0.08211, -1.73621, 0.14366)
C (-0.66504, -1.55100, -1.24660)
C (-2.12169, -0.88665, -1.11708)
C (-3.12280, -1.80277, -0.25891)
C (-3.36788, -1.21525, 1.21800)
C (-4.63861, -0.25721, 1.31926)
C (-4.19411, 0.97560, 2.28547)
C (-3.37190, 1.99328, 1.37430)
C (-2.91910, 3.34620, 2.11239)
B (0.53617, 0.93908, 0.19157)
N (0.25548, 1.45941, -1.18282)
O (0.28824, 1.89370, 1.25816)
C (2.57168, -0.77853, -0.15300)
C (2.56686, -1.38972, -1.61307)
Cl (2.20061, -3.16345, -1.94691)
C (2.86491, -0.63111, -2.77370)
C (2.89865, -1.33053, -4.22045)
Cl (3.26905, 1.13241, -2.72162)
N (3.44618, -1.71461, 0.67908)
C (3.72684, -1.18481, 2.06591)
P (3.58578, -2.70255, 3.24241)
N (4.87507, -2.90693, 4.16863)
H (4.69789, 1.99339, 3.41147)
H (4.28043, 3.23911, 4.84065)
H (1.73059, 2.33569, 4.61635)
H (3.66578, -0.18774, 4.49184)
H (1.83271, -0.37534, 4.61293)
H (2.87576, 0.89829, 1.98505)
H (0.49021, -0.30540, 2.49895)
H (-0.70770, -1.70397, 0.97902)
H (0.62360, -2.72849, 0.27929)
H (-0.86368, -2.60939, -1.65556)
H (-0.05172, -1.03725, -2.05730)
H (-2.53170, -0.87432, -2.18477)
H (-2.09575, 0.14259, -0.64081)
H (-2.66693, -2.85473, -0.21370)
H (-4.15347, -1.91505, -0.76459)
H (-3.47481, -2.09675, 1.94227)
H (-2.44750, -0.64067, 1.59086)
H (-5.52868, -0.73099, 1.83339)
H (-4.94621, 0.11524, 0.28616)
H (-5.08915, 1.43510, 2.82116)
H (-3.48138, 0.59277, 3.10196)
H (-2.43454, 1.46080, 1.01998)
H (-3.97514, 2.29160, 0.44417)
H (-2.01931, 3.24479, 2.79396)
H (-2.62754, 4.08912, 1.28870)
H (-3.83858, 3.77434, 2.62297)
H (0.71821, 0.90754, -1.90280)
H (-0.75254, 1.54717, -1.35461)
H (0.59005, 2.76341, 0.91500)
H (3.17746, 0.19757, -0.19905)
H (3.46007, -0.65428, -4.95827)
H (1.86245, -1.48107, -4.65849)
H (3.51763, -2.29731, -4.19577)
H (2.98130, -2.63668, 0.71299)
H (4.32210, -1.86018, 0.14049)
H (4.75869, -0.71739, 2.08022)
H (3.34699, -3.89169, 2.44520)
H (2.39482, -2.54760, 4.04926)
H (5.52352, -2.14743, 3.91525)
O (-2.87583, 4.16765, -1.07323)
H (-3.78346, 4.48384, -1.17261)
H (-2.33466, 4.93091, -1.31719)
O (3.71726, -0.28207, -7.45851)
H (4.40654, 0.37798, -7.31048)
H (3.75362, -0.44723, -8.40756)
O (3.59369, 2.47388, 7.36627)
H (3.52806, 2.23930, 6.43009)
H (4.54127, 2.45707, 7.54671)
O (-4.34215, 6.42919, 1.45974)
H (-4.32856, 7.03815, 2.20752)
H (-4.96654, 5.74489, 1.72736)
O (2.07065, -5.86136, 3.62290)
H (2.31777, -6.15046, 2.73594)
H (2.90583, -5.57276, 4.01594)
O (6.22606, 3.43966, 2.59283)
H (6.90277, 4.11687, 2.71488)
H (6.27406, 3.22707, 1.65221)
O (-5.27672, 2.80412, -2.10270)
H (-5.69094, 2.44759, -1.30652)
H (-4.32968, 2.66413, -1.95761)
O (1.70800, -6.28739, 6.81830)
H (2.39298, -5.61902, 6.96719)
H (1.77129, -6.48277, 5.87534)
O (3.62010, -5.27141, 0.19130)
H (3.96818, -5.15550, -0.70242)
H (2.66833, -5.14798, 0.08808)
O (-6.37178, -2.23764, -1.34634)
H (-7.03843, -2.09507, -2.02816)
H (-6.36600, -3.19889, -1.22483)
O (-5.51987, -2.19749, 3.56728)
H (-5.49446, -1.57724, 4.30548)
H (-6.14166, -2.87730, 3.85473)
O (0.08648, -4.16844, 5.12798)
H (-0.67036, -4.67460, 5.45218)
H (0.51755, -4.76732, 4.50351)
O (3.48103, -4.46127, 8.21500)
H (3.36841, -4.90961, 9.06204)
H (4.25757, -3.90469, 8.34582)
O (0.39666, 3.86253, -3.30486)
H (0.29745, 3.39709, -2.46256)
H (1.17026, 4.42361, -3.17279)
O (6.31155, -5.75171, 1.85865)
H (5.63566, -5.63175, 1.18077)
H (6.32905, -6.70592, 2.00439)
O (-5.37621, 0.77399, -4.59448)
H (-5.37051, 1.38746, -3.84693)
H (-5.99803, 0.08690, -4.32770)
O (-3.06559, -4.96891, -1.56377)
H (-3.12784, -5.17556, -2.50508)
H (-2.12071, -5.01271, -1.37838)
O (3.82048, 3.31621, 0.80016)
H (2.90910, 3.00488, 0.73993)
H (3.81175, 3.92014, 1.55603)
O (3.39084, 6.08979, 0.04202)
H (2.44986, 6.04486, 0.25465)
H (3.58066, 5.23068, -0.35573)
O (3.08968, 2.15325, -6.12283)
H (2.40446, 2.29483, -6.78843)
H (3.10707, 1.19552, -6.00845)
O (-6.25195, -5.42568, -1.62944)
H (-6.64761, -5.77337, -0.81964)
H (-5.30436, -5.56741, -1.50666)
O (2.14560, 1.37085, -9.14239)
H (2.24171, 1.63920, -10.06435)
H (1.22858, 1.07357, -9.08098)
O (-1.27062, -6.86204, 7.83014)
H (-1.66332, -7.19675, 8.64439)
H (-0.32030, -6.98734, 7.95728)
O (6.67988, -0.75380, 6.32736)
H (7.40513, -1.37744, 6.20348)
H (5.90875, -1.21932, 5.97724)
O (8.97071, -7.11055, 0.81140)
H (8.33911, -6.37933, 0.83298)
H (9.04761, -7.38001, 1.73387)
O (-2.08288, 6.87189, -2.77885)
H (-1.70283, 7.01385, -3.65611)
H (-3.02855, 7.01090, -2.90999)
O (0.82268, 4.85506, 1.21623)
H (0.17643, 5.57188, 1.25399)
H (0.90505, 4.56679, 2.13523)
O (-4.40832, 0.35839, -7.50603)
H (-5.03715, 1.09121, -7.48620)
H (-4.37208, 0.06117, -6.58980)
O (-7.71843, -3.97916, 0.70898)
H (-8.62669, -3.66616, 0.62776)
H (-7.18379, -3.21668, 0.44668)
O (-1.21547, 0.24461, -3.67387)
H (-2.12579, 0.55687, -3.75948)
H (-0.68101, 1.00931, -3.93238)
O (-5.99941, 2.93839, -7.21747)
H (-6.62949, 3.67021, -7.19977)
H (-5.96199, 2.64009, -6.29892)
O (3.47735, 8.93103, -1.39032)
H (2.79760, 9.02347, -2.06797)
H (3.51327, 7.97994, -1.22242)
O (0.64436, 7.64403, -2.20031)
H (-0.27495, 7.36242, -2.31504)
H (0.62014, 8.20679, -1.41789)
O (-6.99719, 5.84947, -6.00431)
H (-7.90559, 6.15627, -6.11148)
H (-6.46232, 6.61450, -6.24634)
O (-2.12747, -2.15724, 4.02654)
H (-2.08723, -1.33760, 4.53294)
H (-1.48510, -2.73578, 4.46355)
O (-0.32090, 0.34578, -6.87242)
H (-0.71992, -0.00777, -6.06591)
H (0.62508, 0.20769, -6.74358)
O (-0.25163, -2.60302, -6.37668)
H (0.11159, -2.46400, -7.25921)
H (-1.19999, -2.46984, -6.49221)

Its lowest unoccupied orbital energy is -2.87 eV. For the frontier orbital gap, the calculation gives 8.6 eV. As for the highest occupied orbital energy: -11.434 eV. Its total charge is +1. The multiplicity is 1.

***

The following is a quantum chemistry calculation of one molecule with the formula C5H8O2, from OMol25.

Element x y z (Å)
C (-0.21830, 1.74901, -0.76089)
C (0.53906, 0.97840, 0.29034)
O (1.40321, 1.50633, 0.96810)
C (0.20608, -0.45415, 0.58533)
O (0.63679, -0.83912, 1.84751)
C (0.30852, -1.48822, -0.51777)
C (-1.02677, -1.12281, 0.06138)
H (0.32401, 2.66759, -0.99294)
H (-0.40191, 1.17509, -1.67422)
H (-1.19480, 2.01868, -0.33905)
H (1.33481, -0.19951, 2.07051)
H (0.75205, -2.42435, -0.19188)
H (0.54958, -1.18996, -1.53434)
H (-1.71611, -0.55299, -0.55569)
H (-1.49621, -1.82400, 0.74362)

Its lowest unoccupied orbital energy is 0.91 eV. For the frontier orbital gap, the calculation gives 10.6 eV. As for the highest occupied orbital energy: -9.657 eV. The structure (SMILES) is CC(=O)C1(O)CC1. The multiplicity is 1.